1.
12
Properties=species:S:1:pos:R:3:mulliken_charge:R:1 method="wB97M-V/def2-TZVPD" total_charge=0 gap_ev=9.8 smiles="CC(N)=O.O"
C 0.30750 -0.00195 0.34641 -0.59
C 0.14893 1.30627 -0.51022 0.41
N -1.05729 1.37788 -1.07777 -0.42
O 1.12016 2.04808 -0.68637 -0.60
H 1.09789 -0.82569 -0.00403 0.33
H -0.76856 -0.32657 0.25253 0.08
H 0.67434 0.36268 1.38834 0.23
H -1.32146 2.12572 -1.67357 0.24
H -1.84753 0.88755 -0.39990 0.25
O 0.82206 -2.16493 1.05254 -0.64
H 0.90304 -2.84069 0.36580 0.33
H -0.07908 -1.94836 0.94624 0.38



2.
8
Properties=species:S:1:pos:R:3:mulliken_charge:R:1 method="wB97M-V/def2-TZVPD" total_charge=0 gap_ev="7.9 / 7.9"
C -0.67931 -0.46992 -0.28599 0.26
C 0.35312 0.36295 -0.22799 0.42
O -1.29161 -0.91292 -1.39770 -0.44
O 1.40732 0.62316 2.08151 -0.60
F -0.92666 -1.27078 0.74521 -0.17
F 0.80876 1.31953 -0.91831 -0.13
H -2.00357 -0.28619 -1.68284 0.36
H 2.33196 0.63417 1.68611 0.29



3.
57
Properties=species:S:1:pos:R:3:mulliken_charge:R:1 method="wB97M-V/def2-TZVPD" total_charge=0 gap_ev=7.9 smiles="COc1cccc(C(=O)Nc2ccc(N3CCN(Cc4ccccc4)CC3)cc2)c1"
C 10.57511 -0.49192 1.36577 -0.85
O 9.24182 -0.92700 1.25779 -0.39
C 8.35562 -0.15341 0.57678 0.70
C 8.65577 1.06717 -0.01972 -0.42
C 7.66615 1.76373 -0.69517 -0.90
C 6.37607 1.27762 -0.77125 -0.73
C 6.06457 0.06067 -0.16589 0.51
C 4.69873 -0.54870 -0.22799 0.55
O 4.53489 -1.75095 -0.29467 -0.66
N 3.69721 0.37211 -0.18487 -0.19
C 2.31119 0.17396 -0.23827 0.77
C 1.48339 1.28655 -0.11869 -0.93
C 0.11152 1.16487 -0.18275 -0.56
C -0.49263 -0.08622 -0.36102 0.70
N -1.85769 -0.22717 -0.40846 0.29
C -2.74794 0.85155 -0.04522 -1.17
C -4.11874 0.28408 0.30082 -0.97
N -4.74525 -0.32473 -0.86297 0.18
C -5.80906 -1.23240 -0.47483 -0.84
C -6.93091 -0.47781 0.18827 0.46
C -7.44408 0.66166 -0.42012 -0.23
C -8.47606 1.36739 0.16923 -0.58
C -9.01293 0.93873 1.37256 -0.39
C -8.50893 -0.19577 1.98310 -0.58
C -7.47029 -0.89796 1.39491 -0.45
C -3.75849 -0.89349 -1.76731 -1.20
C -2.48387 -1.35825 -1.05647 -0.82
C 0.35214 -1.19955 -0.46466 -0.74
C 1.72383 -1.07519 -0.41177 -0.62
C 7.05607 -0.65093 0.48864 -0.55
H 11.09161 -1.26463 1.93292 0.24
H 11.04653 -0.39003 0.38285 0.35
H 10.64650 0.45904 1.90412 0.35
H 9.65118 1.48017 0.02428 0.40
H 7.91509 2.70153 -1.17026 0.38
H 5.63208 1.82603 -1.33082 0.47
H 3.97315 1.33668 -0.06446 0.18
H 1.92103 2.26712 0.01624 0.29
H -0.48981 2.05669 -0.10850 0.38
H -2.85386 1.59090 -0.85340 0.32
H -2.34786 1.35920 0.83695 0.68
H -3.99828 -0.44566 1.12068 0.35
H -4.77033 1.08510 0.66301 0.49
H -6.19544 -1.70338 -1.38483 0.41
H -5.45281 -2.03235 0.20038 0.36
H -7.01544 0.98968 -1.35491 0.37
H -8.86588 2.25360 -0.31025 0.38
H -9.82076 1.48847 1.83281 0.37
H -8.92216 -0.53440 2.92208 0.37
H -7.07894 -1.78225 1.87864 0.34
H -4.19957 -1.72993 -2.31233 0.47
H -3.48517 -0.12488 -2.50045 0.31
H -1.80118 -1.78270 -1.79692 0.71
H -2.73168 -2.14423 -0.32701 0.26
H -0.06793 -2.18707 -0.57066 0.37
H 2.34924 -1.94791 -0.49329 0.50
H 6.82345 -1.60346 0.93742 0.47



4.
28
Properties=species:S:1:pos:R:3:mulliken_charge:R:1 method="wB97M-V/def2-TZVPD" total_charge=+1 gap_ev=9.5 smiles="C[NH2+][C@@]1(C)[C@H](N)C(C(F)(F)F)=NN1C"
C 2.25500 -0.25780 0.59882 -0.74
N 0.82592 -0.70493 0.89386 -0.41
C -0.29157 0.10550 0.01278 0.44
C -1.61527 -0.47938 0.38922 -1.59
C -0.09946 1.70035 0.36360 -0.04
N -1.30183 2.28144 0.82560 -0.43
C 0.29833 2.17245 -0.97588 -0.14
C 0.74657 3.51511 -1.34795 0.83
F 1.96521 3.72831 -0.69365 -0.28
F 0.97196 3.60149 -2.61171 -0.23
F -0.01430 4.61801 -1.00386 -0.27
N 0.44992 1.25749 -1.82221 -0.73
N 0.12686 0.09358 -1.33165 0.61
C -0.46053 -0.81706 -2.35309 -0.91
H 2.53732 -0.60464 -0.44982 0.31
H 2.29631 0.87016 0.87129 0.28
H 2.90029 -0.69958 1.34375 0.41
H 0.66483 -0.74361 1.98246 0.46
H 0.89400 -1.81126 0.63853 0.44
H -1.74248 -1.33541 -0.37415 0.34
H -2.33160 0.18679 0.11965 0.46
H -1.69130 -0.75391 1.38990 0.50
H 0.81333 1.89247 1.02561 0.20
H -1.32322 2.66499 1.79677 0.25
H -1.94084 2.86414 0.24011 0.28
H -0.26485 -1.87852 -2.10973 0.26
H -1.54191 -0.46854 -2.26236 0.38
H -0.00102 -0.44590 -3.35513 0.32



5.
9
Properties=species:S:1:pos:R:3:mulliken_charge:R:1 method="wB97M-V/def2-TZVPD" total_charge=0 gap_ev=7.5
C -0.65606 0.54039 -0.06172 0.32
C 1.55400 -0.48510 0.06474 -0.79
N 0.15444 -0.39271 -0.01782 -0.30
S -2.41882 0.48462 0.04899 -0.13
I -3.75794 -1.67225 -0.07397 -0.06
I -0.54182 2.76691 -0.11702 0.02
H 1.90403 -1.43720 -0.41683 0.24
H 1.89450 0.41096 -0.41812 0.31
H 1.86768 -0.21562 0.99174 0.38



6.
21
Properties=species:S:1:pos:R:3:mulliken_charge:R:1 method="wB97M-V/def2-TZVPD" total_charge=+1 gap_ev="6.3 / 6.3"
C -0.72259 -2.33806 0.97958 -1.04
C -1.88559 2.49127 -1.39086 -0.71
C 2.71227 0.23836 -0.08126 -1.10
C 0.77557 -1.77359 0.93982 -0.47
C -1.89821 1.01990 -1.37491 -0.16
O 0.37380 0.92276 1.00252 -0.46
P 0.81311 -0.22372 -0.06324 0.32
H -0.60839 -3.48915 1.11357 0.32
H -1.37172 -2.00130 1.79398 0.31
H -1.16483 -2.09410 -0.00336 0.27
H -2.53173 3.00071 -0.77994 0.38
H -0.83155 2.73491 -1.20793 0.25
H -2.07612 2.83726 -2.44709 0.34
H 3.39159 -0.53034 -0.59286 0.35
H 3.14307 0.13514 0.97597 0.35
H 2.65393 1.19841 -0.43548 0.35
H 1.32931 -2.54224 0.47230 0.41
H 0.82809 -1.61401 2.05838 0.30
H -1.89750 0.38585 -2.25582 0.33
H -1.94162 0.44326 -0.41633 0.35
H 0.90912 1.19869 1.71295 0.31



Energy above the lowest of the compared OMol25 structures with the same formula, charge and spin readings, ordered: 60.4; 153.8; 46.9; 0.0; 6.2; 89.7 kcal per mole
Maximum force readings, ordered: 0.095; 0.067; 0.009; 0.094; 0.068; 0.096 hartree/bohr